This record from the OMol25 dataset describes a structure of composition C29H30CdN7O3 in a non-equilibrium geometry. The level of theory is ωB97M-V with the def2-TZVPD basis set.

XYZ file:
```
70
Properties=species:S:1:pos:R:3:nbo_charge:R:1
Cd -0.627 -1.567 -2.176 1.03
N -0.268 0.542 2.293 0.71
O -0.291 -0.052 3.400 -0.34
O -0.315 -0.121 1.247 -0.38
O -0.245 1.739 2.233 -0.34
N -3.245 5.826 3.692 -0.52
C -3.287 6.118 5.049 -0.03
C -3.777 7.361 5.177 -0.28
C -4.098 7.834 3.964 -0.29
C -3.787 6.917 3.077 -0.02
H -2.782 5.018 3.300 0.42
H -2.837 5.480 5.794 0.22
H -3.751 7.912 6.105 0.23
H -4.435 8.855 3.865 0.23
H -3.785 6.920 1.997 0.21
N 5.966 1.112 2.762 -0.42
C 5.138 1.146 3.852 0.02
C 5.126 0.151 4.847 -0.25
C 6.124 -0.826 4.783 -0.18
C 6.979 -0.825 3.674 -0.25
C 6.877 0.137 2.658 0.02
H 4.381 1.915 3.811 0.20
H 4.417 0.090 5.661 0.22
H 6.088 -1.554 5.580 0.22
H 7.716 -1.596 3.505 0.21
H 7.630 0.167 1.884 0.20
N -4.128 0.099 -2.500 -0.46
C -5.259 -0.461 -3.071 0.03
C -6.548 0.053 -2.963 -0.27
C -6.670 1.363 -2.488 -0.14
C -5.550 2.103 -2.105 -0.26
C -4.342 1.368 -2.051 0.04
H -5.070 -1.460 -3.436 0.19
H -7.333 -0.598 -3.318 0.24
H -7.668 1.772 -2.427 0.23
H -5.624 3.135 -1.795 0.24
H -3.504 1.788 -1.515 0.19
N 1.236 1.685 -3.556 -0.45
C 2.330 2.222 -2.981 0.03
C 3.037 3.352 -3.491 -0.25
C 2.636 3.911 -4.725 -0.15
C 1.488 3.443 -5.302 -0.27
C 0.807 2.423 -4.654 0.03
H 2.767 1.798 -2.090 0.20
H 3.865 3.709 -2.896 0.23
H 3.242 4.735 -5.073 0.23
H 1.138 3.878 -6.227 0.24
H -0.119 2.039 -5.056 0.19
N 2.761 -3.485 -1.801 -0.45
C 3.749 -3.616 -2.720 0.03
C 5.068 -3.986 -2.529 -0.26
C 5.377 -4.579 -1.349 -0.15
C 4.421 -4.586 -0.351 -0.25
C 3.182 -3.965 -0.599 0.03
H 3.428 -3.173 -3.652 0.19
H 5.657 -3.908 -3.431 0.24
H 6.201 -5.271 -1.260 0.23
H 4.637 -5.013 0.618 0.23
H 2.502 -4.015 0.238 0.20
N -2.402 -4.694 -0.738 -0.45
C -3.118 -4.608 0.426 0.03
C -3.874 -5.638 0.966 -0.25
C -3.971 -6.834 0.262 -0.13
C -3.241 -6.997 -0.887 -0.27
C -2.493 -5.989 -1.355 0.03
H -3.110 -3.749 1.082 0.20
H -4.459 -5.492 1.862 0.23
H -4.646 -7.552 0.703 0.23
H -3.326 -7.888 -1.492 0.24
H -1.989 -6.016 -2.310 0.20
```

Output
largest force on an atom = 4.93 eV/A
HOMO = -0.3622 hartree
frontier orbital gap = 1.501 eV
total charge = +1
LUMO = -0.307 Eh



This record from the OMol25 dataset describes a structure of composition C29H30ClMnN9O4S in a non-equilibrium geometry. The level of theory is ωB97M-V with the def2-TZVPD basis set.

XYZ file:
```
75
Properties=species:S:1:pos:R:3:nbo_charge:R:1
Mn -0.113 0.352 0.148 1.46
O 0.155 -2.503 -3.272 -0.68
C 0.820 -3.530 -2.708 0.34
C 1.070 -4.655 -3.496 -0.28
C 1.749 -5.737 -2.973 -0.18
C 2.200 -5.720 -1.656 -0.27
C 1.966 -4.604 -0.876 -0.16
C 1.276 -3.503 -1.379 -0.15
C 1.039 -2.307 -0.536 0.54
O 0.067 -1.510 -0.861 -0.87
N 1.810 -2.116 0.496 -0.41
N 1.532 -0.927 1.116 -0.25
C 0.713 -0.965 2.105 0.01
C 0.330 0.275 2.793 0.14
C -0.330 0.221 4.014 -0.22
C -0.699 1.417 4.615 -0.14
C -0.392 2.610 3.980 -0.25
C 0.257 2.562 2.754 0.08
N 0.607 1.427 2.160 -0.47
H -0.071 -1.878 -2.546 0.51
H 0.716 -4.648 -4.518 0.22
H 1.930 -6.604 -3.596 0.21
H 2.730 -6.570 -1.247 0.21
H 2.315 -4.559 0.147 0.23
H 0.299 -1.906 2.469 0.20
H -0.554 -0.733 4.470 0.23
H -1.226 1.416 5.560 0.23
H -0.673 3.564 4.404 0.23
H 0.490 3.473 2.216 0.20
C 3.375 3.609 -1.308 -0.42
N 2.114 3.661 -2.021 -0.44
C 2.252 4.100 -3.406 -0.41
C 1.147 2.742 -1.669 0.64
N 1.320 1.757 -0.869 -0.81
N -0.097 3.015 -2.208 -0.63
C -1.164 2.126 -2.300 0.62
N -2.272 2.665 -2.907 -0.82
N -1.096 0.949 -1.823 -0.83
H 3.922 4.529 -1.508 0.22
H 4.002 2.765 -1.621 0.19
H 3.197 3.544 -0.235 0.22
H 2.556 5.146 -3.432 0.20
H 1.317 3.992 -3.948 0.21
H 3.008 3.504 -3.927 0.20
H 2.293 1.606 -0.632 0.38
H -0.272 3.973 -2.459 0.41
H -2.138 3.326 -3.655 0.38
H -3.026 2.007 -3.054 0.42
H -1.950 0.431 -2.069 0.39
Cl -3.142 6.867 2.706 -0.01
C -3.156 5.192 2.250 -0.02
C -2.284 4.750 1.267 -0.26
C -2.281 3.406 0.929 -0.19
C -3.157 2.520 1.544 -0.08
C -4.047 2.990 2.500 -0.17
C -4.040 4.325 2.873 -0.25
C -3.130 1.050 1.200 0.79
O -4.183 0.412 1.213 -0.70
O -1.988 0.575 0.896 -0.86
H -1.616 5.451 0.784 0.22
H -1.588 3.034 0.185 0.21
H -4.744 2.296 2.951 0.24
H -4.717 4.696 3.630 0.23
S -3.789 -0.915 -2.854 -0.37
C -3.319 -2.027 -1.676 0.10
N -3.595 -1.778 -0.372 -0.52
C -3.214 -2.569 0.650 0.07
C -2.528 -3.721 0.419 -0.29
C -2.234 -4.054 -0.921 -0.13
C -2.626 -3.236 -1.942 -0.26
H -4.075 -0.902 -0.132 0.47
H -3.499 -2.217 1.631 0.23
H -2.229 -4.355 1.240 0.22
H -1.675 -4.955 -1.140 0.23
H -2.384 -3.455 -2.970 0.25
```

Output
largest force on an atom = 1.67 eV/A
HOMO (alpha / beta) = -0.2681 / -0.2683 hartree
energy relative to the best compared isomer or geometry (same formula, charge and spin) = 0.421 eV
frontier orbital gap (alpha / beta) = 7.022 / 6.852 eV
2S+1 = 6
LUMO (alpha / beta) = -0.010 / -0.017 Eh



This record from the OMol25 dataset describes a cluster of 5 separate species, C29H30F4NO5 in total. The level of theory is ωB97M-V with the def2-TZVPD basis set.

XYZ file:
```
69
Properties=species:S:1:pos:R:3:nbo_charge:R:1
O -0.471 -3.161 0.140 -0.78
C -0.201 -2.665 1.257 0.74
O -0.929 -1.955 1.973 -0.78
C 1.226 -2.991 1.778 -0.20
C 1.214 -3.609 3.180 -0.10
O 1.903 -4.880 3.180 -0.29
O 3.231 -4.685 3.688 -0.47
N 2.200 -1.897 1.646 -0.66
C 1.838 -0.562 2.098 -0.24
C 1.919 -0.337 3.602 -0.07
O 0.745 -0.706 4.310 -0.71
H 1.580 -3.782 1.115 0.22
H 0.191 -3.821 3.485 0.21
H 1.733 -2.990 3.906 0.18
H 3.614 -4.061 3.053 0.45
H 2.597 -1.903 0.721 0.37
H 2.612 0.114 1.712 0.17
H 0.882 -0.182 1.718 0.21
H 2.074 0.745 3.739 0.15
H 2.815 -0.832 3.993 0.16
H 1.002 -0.913 5.213 0.46
F 3.680 -1.885 -1.536 -0.34
C 2.820 -1.226 -2.343 0.47
C 2.222 -0.075 -1.877 -0.31
C 1.342 0.604 -2.706 -0.17
C 1.069 0.122 -3.978 -0.24
C 1.682 -1.042 -4.422 -0.19
C 2.570 -1.726 -3.604 -0.31
H 2.442 0.273 -0.875 0.22
H 0.864 1.508 -2.355 0.22
H 0.379 0.648 -4.618 0.22
H 1.465 -1.425 -5.410 0.21
H 3.058 -2.635 -3.929 0.22
F 5.277 2.560 3.833 -0.33
C 4.405 3.219 3.044 0.40
C 3.818 4.374 3.519 -0.29
C 2.921 5.049 2.703 -0.19
C 2.622 4.563 1.438 -0.23
C 3.224 3.398 0.984 -0.19
C 4.126 2.718 1.789 -0.29
H 4.059 4.730 4.512 0.23
H 2.453 5.956 3.060 0.21
H 1.917 5.089 0.809 0.21
H 2.988 3.011 0.002 0.22
H 4.607 1.809 1.453 0.24
F -1.178 2.274 -4.053 -0.32
C -2.048 2.949 -4.828 0.41
C -2.627 4.100 -4.333 -0.28
C -3.520 4.792 -5.138 -0.19
C -3.824 4.327 -6.410 -0.24
C -3.230 3.164 -6.882 -0.19
C -2.331 2.466 -6.089 -0.28
H -2.381 4.439 -3.336 0.23
H -3.981 5.698 -4.768 0.21
H -4.524 4.868 -7.032 0.21
H -3.468 2.796 -7.870 0.21
H -1.854 1.559 -6.437 0.23
F -7.128 -2.351 3.591 -0.35
C -6.175 -2.759 2.711 0.38
C -6.400 -3.905 1.979 -0.31
C -5.422 -4.318 1.081 -0.20
C -4.249 -3.589 0.935 -0.23
C -4.047 -2.438 1.685 -0.18
C -5.019 -2.016 2.583 -0.30
H -7.319 -4.461 2.114 0.21
H -5.580 -5.215 0.496 0.20
H -3.481 -3.910 0.244 0.24
H -3.116 -1.891 1.579 0.28
H -4.883 -1.123 3.179 0.22
```

Output
largest force on an atom = 0.65 eV/A
HOMO = -0.1573 hartree
frontier orbital gap = 6.493 eV
total charge = -1
LUMO = 0.081 Eh



This record from the OMol25 dataset describes a structure of composition C29H30GdO2P2S2 in a non-equilibrium geometry. The level of theory is ωB97M-V with the def2-TZVPD basis set.

XYZ file:
```
66
Properties=species:S:1:pos:R:3:mulliken_charge:R:1
Gd 11.769 11.323 9.463 0.35
S 14.251 11.499 10.343 -0.55
P 13.553 11.351 12.293 1.61
C 11.823 11.198 12.036 -1.03
P 10.560 9.977 12.283 1.82
S 10.020 9.493 10.339 -0.51
C 10.765 8.637 13.397 0.46
C 11.298 7.424 12.968 -0.37
C 11.493 6.364 13.885 -0.66
C 11.228 6.568 15.240 -0.48
C 10.687 7.772 15.661 -0.67
C 10.416 8.783 14.754 -0.36
C 9.038 10.696 12.921 0.07
C 7.945 9.859 13.015 -0.50
C 6.666 10.372 13.183 -0.76
C 6.488 11.692 13.504 -0.51
C 7.584 12.534 13.526 -0.69
C 8.850 12.052 13.256 0.31
C 14.488 10.190 13.286 0.60
C 14.689 8.904 12.821 -0.35
C 15.274 7.955 13.657 -0.69
C 15.690 8.274 14.925 -0.51
C 15.557 9.590 15.378 -0.73
C 14.945 10.536 14.568 -0.45
C 14.037 12.907 13.002 0.31
C 13.095 13.795 13.560 -0.44
C 13.525 15.097 13.854 -0.61
C 14.868 15.452 13.678 -0.51
C 15.782 14.546 13.203 -0.76
C 15.370 13.270 12.883 -0.35
H 11.589 7.319 11.910 0.34
H 11.972 5.447 13.538 0.41
H 11.449 5.786 15.959 0.41
H 10.469 8.000 16.695 0.43
H 9.960 9.690 15.152 0.37
H 8.032 8.784 12.851 0.33
H 5.825 9.676 13.174 0.41
H 5.503 12.093 13.667 0.40
H 7.411 13.564 13.787 0.45
H 9.734 12.693 13.418 0.01
H 14.415 8.669 11.815 0.41
H 15.299 6.926 13.358 0.41
H 16.094 7.478 15.521 0.43
H 15.956 9.904 16.331 0.43
H 14.840 11.540 14.966 0.36
H 12.091 13.457 13.807 0.33
H 12.804 15.820 14.220 0.42
H 15.158 16.467 13.845 0.41
H 16.819 14.842 13.049 0.39
H 16.087 12.522 12.566 0.39
C 11.771 10.192 6.196 -0.82
O 11.086 11.082 7.143 -0.25
C 10.798 12.372 6.520 -0.63
C 9.873 13.135 7.445 -0.49
O 10.449 13.046 8.817 -0.14
C 9.737 13.864 9.797 -0.32
H 12.716 10.603 5.886 0.37
H 11.169 10.084 5.293 0.32
H 11.886 9.223 6.683 0.29
H 10.338 12.177 5.529 0.42
H 11.757 12.870 6.389 0.36
H 8.829 12.731 7.488 0.38
H 9.801 14.204 7.224 0.38
H 10.110 14.888 9.754 0.28
H 9.982 13.438 10.757 -0.09
H 8.661 13.828 9.587 0.34
```

Output
largest force on an atom = 3.38 eV/A
HOMO (alpha / beta) = -0.3558 / -0.3680 hartree
frontier orbital gap (alpha / beta) = 5.701 / 7.621 eV
2S+1 = 8
total charge = +1
LUMO (alpha / beta) = -0.146 / -0.088 Eh



This record from the OMol25 dataset describes an isolated molecule of C29H30N4O2. The level of theory is ωB97M-V with the def2-TZVPD basis set.

XYZ file:
```
65
Properties=species:S:1:pos:R:3:nbo_charge:R:1
C -4.829 -2.661 1.181 -0.60
H -4.534 -2.620 2.227 0.22
H -5.433 -1.787 0.951 0.20
H -5.433 -3.550 1.020 0.22
C -3.589 -2.710 0.288 -0.08
N -2.743 -1.556 0.539 -0.61
C -1.440 -1.654 0.864 0.69
O -0.862 -2.706 1.038 -0.63
C -0.724 -0.302 0.966 -0.13
N 0.418 -0.456 1.824 -0.62
C 0.666 0.275 2.914 0.69
O 0.011 1.242 3.264 -0.67
C 1.908 -0.192 3.697 -0.13
N 2.457 -1.400 3.107 -0.64
H 2.698 -2.083 3.813 0.38
C 3.584 -1.217 2.192 -0.25
C 3.558 0.114 1.501 -0.07
C 3.839 0.264 0.153 -0.20
C 3.899 1.528 -0.407 -0.21
C 3.673 2.645 0.378 -0.21
C 3.348 2.499 1.715 -0.23
C 3.294 1.237 2.283 0.06
C 2.906 0.983 3.706 -0.45
H 3.781 0.712 4.306 0.21
H 2.434 1.859 4.150 0.24
H 3.145 3.366 2.327 0.21
H 3.741 3.629 -0.059 0.21
H 4.121 1.645 -1.458 0.22
H 4.023 -0.609 -0.457 0.21
H 3.561 -2.033 1.462 0.20
H 4.547 -1.283 2.729 0.19
H 1.574 -0.398 4.719 0.23
H 0.953 -1.312 1.720 0.45
C -0.298 0.114 -0.452 -0.40
C 0.216 1.515 -0.539 -0.13
C 0.172 2.506 0.396 -0.02
N 0.719 3.654 -0.111 -0.53
C 1.144 3.423 -1.385 0.12
C 1.770 4.261 -2.299 -0.24
C 2.095 3.735 -3.530 -0.22
C 1.801 2.407 -3.852 -0.25
C 1.175 1.573 -2.953 -0.21
C 0.839 2.076 -1.697 -0.02
H 0.951 0.549 -3.212 0.21
H 2.073 2.035 -4.829 0.21
H 2.587 4.358 -4.263 0.21
H 1.998 5.288 -2.049 0.21
H 0.835 4.511 0.401 0.41
H -0.188 2.483 1.406 0.24
H 0.480 -0.577 -0.790 0.22
H -1.151 -0.001 -1.131 0.21
H -1.380 0.454 1.409 0.23
H -3.150 -0.645 0.400 0.39
C -3.972 -2.785 -1.173 -0.04
C -4.587 -1.711 -1.803 -0.17
C -4.941 -1.786 -3.139 -0.22
C -4.688 -2.939 -3.861 -0.22
C -4.075 -4.015 -3.241 -0.20
C -3.717 -3.936 -1.907 -0.20
H -3.233 -4.775 -1.428 0.21
H -3.872 -4.917 -3.799 0.21
H -4.966 -2.998 -4.902 0.21
H -5.418 -0.942 -3.616 0.21
H -4.797 -0.805 -1.252 0.19
H -2.979 -3.580 0.551 0.24
```

Output
largest force on an atom = 0.57 eV/A
HOMO = -0.2834 hartree
energy relative to the best compared isomer or geometry (same formula, charge and spin) = 0.000 eV
frontier orbital gap = 8.431 eV
LUMO = 0.026 Eh
structure (SMILES) = C[C@H](NC(=O)[C@H](Cc1c[nH]c2ccccc12)NC(=O)[C@@H]1Cc2ccccc2CN1)c1ccccc1



This record from the OMol25 dataset describes an isolated molecule of C29H30N4O3. The level of theory is ωB97M-V with the def2-TZVPD basis set.

XYZ file:
```
66
Properties=species:S:1:pos:R:3:nbo_charge:R:1
C 6.538 2.508 -1.324 -0.25
H 7.384 3.057 -0.915 0.20
O 5.396 3.054 -0.711 -0.49
C 4.174 2.564 -1.052 0.29
C 3.951 1.534 -1.959 -0.27
C 2.657 1.124 -2.232 -0.20
C 1.568 1.724 -1.618 -0.07
C 1.798 2.747 -0.704 -0.17
C 3.080 3.165 -0.424 -0.25
H 3.269 3.960 0.279 0.22
H 0.960 3.220 -0.214 0.21
C 0.180 1.232 -1.903 -0.24
N -0.128 0.112 -1.029 -0.60
C -1.379 -0.212 -0.679 0.68
O -2.360 0.451 -0.964 -0.66
C -1.502 -1.502 0.139 -0.13
N -2.744 -1.424 0.869 -0.62
C -2.783 -1.509 2.214 0.68
O -1.879 -1.989 2.871 -0.64
C -4.070 -0.976 2.869 -0.13
N -4.000 -1.173 4.311 -0.62
H -3.266 -1.863 4.469 0.39
C -3.668 0.030 5.079 -0.26
C -2.682 0.914 4.370 0.05
C -1.520 1.412 4.933 -0.23
C -0.657 2.177 4.166 -0.21
C -0.943 2.430 2.835 -0.22
C -2.099 1.927 2.262 -0.21
C -2.974 1.181 3.033 -0.05
C -4.206 0.515 2.504 -0.44
H -5.101 0.912 2.989 0.22
H -4.307 0.660 1.429 0.22
H -2.319 2.104 1.219 0.22
H -0.255 3.014 2.239 0.21
H 0.250 2.567 4.605 0.21
H -1.287 1.199 5.967 0.21
H -3.295 -0.280 6.056 0.21
H -4.603 0.586 5.238 0.19
H -4.926 -1.546 2.482 0.21
H -3.461 -0.905 0.377 0.42
H -0.690 -1.582 0.869 0.24
C -1.478 -2.732 -0.797 -0.42
C -0.144 -2.903 -1.442 -0.13
C 0.945 -3.530 -0.907 -0.02
N 2.012 -3.434 -1.759 -0.52
C 1.631 -2.742 -2.872 0.11
C 2.352 -2.379 -4.003 -0.23
C 1.694 -1.657 -4.975 -0.22
C 0.349 -1.304 -4.832 -0.24
C -0.372 -1.661 -3.715 -0.21
C 0.269 -2.386 -2.710 -0.03
H -1.410 -1.379 -3.611 0.22
H -0.128 -0.740 -5.620 0.22
H 2.225 -1.356 -5.866 0.22
H 3.391 -2.655 -4.113 0.21
H 2.918 -3.842 -1.606 0.41
H 1.034 -4.044 0.030 0.22
H -2.253 -2.612 -1.557 0.22
H -1.716 -3.609 -0.193 0.23
H 0.626 -0.525 -0.826 0.41
H 0.099 0.911 -2.950 0.21
H -0.571 2.003 -1.714 0.23
H 2.494 0.324 -2.942 0.22
H 4.771 1.047 -2.462 0.21
H 6.513 2.640 -2.411 0.18
H 6.651 1.444 -1.090 0.17
```

Output
largest force on an atom = 0.76 eV/A
HOMO = -0.3030 hartree
energy relative to the best compared isomer or geometry (same formula, charge and spin) = 0.163 eV
frontier orbital gap = 8.781 eV
LUMO = 0.020 Eh
structure (SMILES) = COc1ccc(CNC(=O)[C@H](Cc2c[nH]c3ccccc23)NC(=O)[C@@H]2Cc3ccccc3CN2)cc1



> Among the records above, which one has the lowest largest force on an atom?

C29H30N4O2